Entry from OMol25: a 14-piece molecular cluster, C74H161N5O27 overall (ωB97M-V/def2-TZVPD).

```
267
C74H161N5O27 (ωB97M-V/def2-TZVPD)
O -0.808 -8.712 -1.706
O -0.240 2.288 -5.062
O 1.995 4.554 -3.298
O 0.366 -6.233 3.073
O -5.444 2.622 0.481
O 0.946 1.146 6.354
O -6.755 4.597 -1.274
O 5.356 3.986 -1.994
O 1.071 4.103 -7.450
O -3.673 -3.922 -3.154
O 0.666 -4.338 0.563
O -2.983 6.103 -4.286
O 2.911 2.628 4.954
O 3.336 -5.405 -2.789
O -3.432 1.244 -5.493
O -8.479 7.027 0.642
O -2.222 -4.027 2.670
O -2.025 -3.381 5.641
O 8.517 3.714 -1.952
O -1.642 -5.926 -2.699
O 0.636 -0.753 -4.663
O -3.625 -6.147 0.946
O 5.364 3.749 5.551
O 5.266 -0.688 -2.320
O 4.730 -3.264 -1.337
O -3.167 3.375 -3.572
O -0.553 -7.392 5.650
N -0.884 0.001 2.297
N 3.300 3.030 0.602
N 3.224 -2.576 5.396
N -7.441 -1.197 -1.103
N -1.060 4.590 0.723
C -0.672 3.211 -5.971
C -0.162 -3.492 -0.198
C -2.812 2.028 -3.321
C -7.175 0.090 1.177
C -4.843 -3.407 -3.645
C 2.700 -4.280 -2.188
C -0.766 -0.860 -4.345
C 2.384 4.598 -7.339
C -3.866 -5.072 -0.069
C 0.023 -5.676 0.681
C 6.318 4.788 -1.360
C 3.578 -1.808 2.080
C 5.454 3.480 2.079
C 0.846 1.565 -5.562
C -0.358 4.417 1.592
C -7.329 -0.580 -0.144
C 3.628 -3.120 -2.175
C 7.587 3.958 -0.993
C 1.309 0.501 -4.542
C -1.219 -3.463 3.511
C 0.242 4.375 -6.343
C 1.449 -0.096 -0.806
C 2.055 6.111 2.375
C 3.007 1.220 5.157
C -0.752 -9.479 -0.521
C 0.658 -6.497 1.730
C 4.839 0.554 -1.737
C 6.052 -2.812 -1.712
C 0.686 4.028 2.558
C 1.116 -7.168 3.879
C 0.743 -6.955 5.390
C -5.455 2.549 -0.948
C -4.210 2.236 -6.155
C -0.482 1.170 6.080
C 4.559 3.286 6.623
C -1.689 -2.532 4.549
C -1.174 -6.852 6.751
C -0.990 0.017 1.167
C 2.433 -6.468 -2.944
C 4.306 3.291 1.182
C -5.948 -0.314 1.927
C 3.544 -3.355 2.008
C -4.180 2.832 1.097
C -2.762 -5.280 3.160
C 0.234 0.825 -0.777
C 3.098 3.711 -3.044
C -3.682 1.098 -4.154
C -3.526 7.402 -4.434
C -1.109 0.204 -0.298
C -2.790 -4.410 -4.210
C -2.456 4.333 -2.787
C 1.673 0.559 5.279
C -2.152 -8.196 -2.000
C 1.401 5.159 3.276
C 6.182 1.090 1.655
C -3.856 -5.848 2.261
C -1.535 -4.950 -3.713
C 8.203 2.745 -2.921
C 2.796 -3.980 3.250
C 6.718 3.923 5.804
C 4.075 4.610 -2.327
C 6.194 -1.318 -1.478
C 1.166 4.667 -2.193
C 3.108 -3.209 4.439
C -2.119 -7.189 -3.135
C 5.834 2.158 2.741
C 3.110 3.341 6.160
C -7.355 6.518 -0.020
C -2.604 -2.601 6.705
C -6.754 3.179 -1.408
C -7.655 5.035 -0.200
C -5.671 -1.723 2.079
C -3.118 5.668 -2.962
C -8.230 8.257 1.429
H -4.319 3.148 -5.614
H -3.648 1.897 1.123
H 0.574 1.734 -0.161
H -3.442 0.067 -3.872
H 3.618 0.803 4.314
H -4.621 7.332 -4.190
H -4.191 -6.727 2.872
H -3.094 -7.118 -3.611
H -2.093 -7.450 6.840
H -2.989 1.879 -2.223
H -0.402 -4.020 -1.124
H 3.066 -7.352 -3.111
H -1.432 -5.831 6.532
H 6.758 -3.346 -1.137
H -0.920 -1.908 -4.291
H -0.866 -1.951 4.744
H -5.262 -2.797 -2.861
H 2.447 2.986 6.898
H -1.113 -0.388 -3.402
H -1.110 -3.255 0.281
H -1.559 3.648 -5.605
H 0.114 -6.219 -0.316
H 7.216 -1.078 -1.714
H 3.961 0.987 -2.275
H 2.831 4.383 5.941
H -0.933 1.944 6.726
H 1.694 2.177 -5.811
H -4.709 1.281 -3.883
H -7.459 8.155 2.165
H -5.333 1.520 -1.295
H -1.713 1.744 -3.565
H 1.625 4.998 -1.207
H 7.300 3.112 -3.464
H -2.565 4.100 -1.688
H -1.411 -0.777 -0.750
H -7.625 2.780 -0.862
H 0.518 1.101 -6.505
H -2.594 6.395 -2.252
H 3.498 3.356 -4.003
H 4.906 2.329 7.040
H -0.448 5.192 -6.556
H 2.806 5.671 1.685
H 0.243 -9.829 -0.345
H 0.850 4.616 -5.521
H 0.902 -8.216 3.623
H -4.622 -2.822 -4.506
H 6.985 4.668 6.563
H 0.361 5.436 -2.334
H 3.639 1.028 6.017
H -7.283 6.980 -0.978
H 3.941 -1.420 1.122
H -1.377 -0.403 -5.145
H 3.914 -3.029 -3.207
H 6.214 -2.993 -2.758
H -3.353 -5.421 -0.968
H 0.674 3.671 -1.949
H -3.642 -2.228 6.543
H 2.132 4.716 3.965
H -3.420 7.879 -5.414
H -6.357 6.629 0.445
H -1.024 -8.787 0.291
H 2.493 6.920 2.967
H -1.922 0.963 -0.508
H 2.863 4.643 -8.326
H 2.947 -3.683 1.179
H 6.007 5.257 -0.387
H 7.117 2.926 6.100
H -4.953 -5.138 -0.179
H 4.558 -3.672 2.002
H -5.602 -4.142 -3.906
H 2.932 3.985 -6.610
H 3.038 -2.239 -1.878
H -6.536 -2.220 2.492
H 1.668 -3.980 3.167
H 4.263 5.487 -2.974
H 1.815 -6.510 -2.039
H -2.785 -9.067 -2.218
H -3.128 8.076 -3.666
H 8.132 4.600 -0.354
H 1.788 -0.522 5.319
H 0.314 -7.532 1.492
H 2.564 -1.448 2.236
H -0.546 -4.231 3.947
H 1.445 -7.608 5.987
H -5.095 0.100 1.290
H 1.297 -0.896 -1.523
H 2.794 2.866 -2.487
H -5.140 1.836 -6.508
H -7.540 4.428 0.744
H -0.158 1.211 -1.739
H -5.929 0.197 2.896
H -1.435 -7.554 -3.887
H 1.654 -0.474 0.176
H -3.462 -4.157 0.304
H 2.225 -7.102 3.752
H -1.014 -5.545 0.996
H 4.183 -1.444 2.863
H 5.040 1.779 3.375
H 1.744 -6.386 1.460
H 0.904 -5.965 5.761
H 2.335 -4.638 -1.205
H 5.393 0.771 1.058
H 0.354 3.266 3.276
H -4.892 -1.817 2.850
H -0.989 -5.378 -4.572
H -7.870 9.044 0.736
H -3.205 -5.115 4.176
H -2.570 -3.619 -4.942
H 6.964 1.459 0.985
H 6.015 -1.026 -0.431
H -3.536 2.482 -7.009
H -7.295 1.240 0.982
H -2.587 -7.584 -1.110
H 5.626 1.280 -1.669
H 6.541 0.191 2.093
H -0.809 -4.256 -3.239
H -0.649 1.507 5.063
H -3.407 -5.219 -4.730
H 6.655 2.371 3.454
H 6.247 3.929 1.488
H 7.345 2.946 -0.564
H -1.002 0.207 6.202
H -6.930 3.000 -2.504
H 7.173 4.234 4.884
H 1.178 0.818 -3.508
H -4.540 3.152 -1.274
H 0.380 -2.592 -0.444
H 0.625 5.634 3.891
H -9.101 8.590 1.934
H 1.454 3.454 2.117
H -5.315 -2.265 1.219
H -1.323 -10.376 -0.479
H 2.307 0.516 -1.023
H -0.806 2.679 -6.913
H -2.426 -3.177 7.576
H 2.328 0.304 -4.637
H -4.192 5.666 -2.674
H 1.716 -6.290 -3.880
H -2.444 -1.804 4.243
H -8.089 -0.242 1.677
H -2.030 -1.690 6.850
H 1.202 0.849 4.353
H -1.878 -5.969 3.303
H -4.429 3.164 2.162
H 1.827 -3.942 -2.817
H -1.418 4.335 -2.993
H 1.369 6.594 1.741
H 4.500 0.375 -0.727
H 4.643 4.084 7.433
H 9.071 2.587 -3.515
H -0.547 -2.842 2.869
H -8.642 4.853 -0.504
H -0.559 -6.861 7.721
H 2.433 5.634 -6.958
H 3.051 -5.061 3.351
H -4.587 -5.038 2.323
H 5.152 4.246 2.813
H 7.939 1.819 -2.419
H -3.631 3.649 0.629
H 6.669 5.589 -2.040
H 3.702 4.948 -1.387
```

Computed properties:
Max |F|, eV/A: 4.6
HOMO, eV: -9.103
Kohn-Sham gap, Eh: 0.35178